Here is a 3-piece molecular cluster, C2H6NO5 overall from the OMol25 dataset. Energies are from ωB97M-V with the def2-TZVPD basis set.

ORCA input file:
```
! RIJCOSX wB97M-V def2-TZVPD def2/J DEFGRID3
* xyz -1 1
O 2.09452 -0.64685 -0.84337
C 1.80878 -1.59482 -0.14031
N 0.58023 -1.86378 0.38544
C -0.59775 -0.99942 0.30130
O -0.75678 -0.36042 -0.75154
O -1.32691 -1.03634 1.30157
H 2.62413 -2.29025 0.10884
H 0.43579 -2.62770 1.03152
H 0.33683 3.45855 -0.06584
H 1.42486 2.88068 -1.07469
O 1.26269 3.44339 -0.31723
H -1.51138 1.18710 -0.11536
H -2.82807 1.33080 0.43993
O -2.24363 1.85952 -0.12484
*
```

The value obtained for the calculated total energy is -13901.5719 eV. For the LUMO energy, the calculation gives 3.795 eV. The value obtained for the relative energy (zero: lowest compared OMol25 entry of this formula, charge and spin) is 109.1 kJ/mol. The strongest force on any atom comes out at 0.02168 hartree/bohr.